The following is a DFT calculation (wB97M-V/def2-TZVPD) of C52H56BiBr2F4O2PSe as an isolated structure.

XYZ file:
```
119
C52H56BiBr2F4O2PSe (wB97M-V/def2-TZVPD)
Bi -0.137 -1.618 0.263
C -2.341 -3.662 0.862
C -3.138 -2.660 1.465
C -4.006 -1.918 0.692
C -4.117 -2.166 -0.684
C -3.338 -3.177 -1.285
C -2.433 -3.923 -0.519
H -1.696 -4.274 1.517
H -3.051 -2.490 2.559
H -4.629 -1.151 1.139
H -4.848 -1.595 -1.285
H -3.480 -3.401 -2.350
H -1.846 -4.747 -0.970
C -0.118 4.945 4.480
C 1.117 4.899 3.569
C 2.352 4.884 4.486
C 1.131 6.215 2.752
C 1.078 3.675 2.655
C -0.010 2.801 2.615
C 0.043 1.668 1.792
Se -1.571 0.517 1.824
C -2.339 1.296 0.227
C -3.203 2.383 0.483
C -3.830 3.043 -0.552
C -3.620 2.562 -1.862
C -2.756 1.524 -2.182
C -2.086 0.810 -1.087
O -1.325 -0.229 -1.311
C -2.562 1.197 -3.680
C -2.940 -0.238 -3.987
C -3.363 2.120 -4.617
C -1.078 1.351 -4.044
C -4.755 4.242 -0.227
C -5.377 4.922 -1.455
C -3.957 5.322 0.497
C -5.904 3.827 0.699
C 1.158 1.321 0.977
O 1.235 0.167 0.375
C 2.222 2.323 0.910
C 2.141 3.411 1.771
C 3.442 2.137 0.001
C 3.028 2.000 -1.462
C 4.238 0.885 0.404
C 4.408 3.363 0.113
H -0.067 5.779 5.176
H -1.049 5.034 3.928
H -0.183 4.046 5.102
H 2.300 5.727 5.179
H 2.406 3.973 5.076
H 3.299 4.982 3.962
H 0.993 7.072 3.422
H 2.065 6.373 2.207
H 0.322 6.257 2.047
H -0.914 2.936 3.210
H -3.320 2.703 1.523
H -4.204 3.031 -2.656
H -3.986 -0.413 -3.746
H -2.751 -0.473 -5.019
H -2.317 -0.917 -3.369
H -4.438 2.053 -4.418
H -3.052 3.164 -4.512
H -3.175 1.824 -5.648
H -0.456 0.711 -3.419
H -0.908 1.100 -5.090
H -0.752 2.372 -3.913
H -4.626 5.275 -2.149
H -6.025 4.256 -2.020
H -5.970 5.783 -1.128
H -3.115 5.684 -0.102
H -4.593 6.190 0.685
H -3.537 4.995 1.459
H -6.414 2.960 0.296
H -5.540 3.517 1.685
H -6.607 4.626 0.874
H 2.970 4.123 1.819
H 2.415 1.097 -1.618
H 2.485 2.824 -1.857
H 3.907 1.911 -2.093
H 3.644 -0.031 0.254
H 5.156 0.784 -0.153
H 4.535 0.923 1.460
H 3.926 4.310 -0.134
H 4.812 3.457 1.118
H 5.218 3.232 -0.602
F 6.046 -4.501 -4.399
C 5.085 -4.454 -3.455
C 4.987 -5.476 -2.498
F 5.874 -6.481 -2.515
C 3.932 -5.424 -1.609
F 3.737 -6.514 -0.803
C 3.021 -4.357 -1.545
P 1.788 -4.072 -0.204
C 2.918 -4.117 1.221
C 3.444 -2.861 1.625
C 4.179 -2.797 2.796
C 4.386 -3.934 3.569
C 3.945 -5.176 3.104
C 3.243 -5.283 1.903
C 0.871 -5.635 -0.219
C 0.688 -6.286 -1.442
C -0.036 -7.469 -1.501
C -0.583 -8.012 -0.330
C -0.490 -7.302 0.870
C 0.220 -6.102 0.929
C 3.119 -3.372 -2.520
Br 1.799 -1.976 -2.728
C 4.127 -3.445 -3.465
F 4.156 -2.541 -4.454
H 3.286 -1.986 0.976
H 4.578 -1.840 3.107
H 4.960 -3.866 4.500
H 4.091 -6.053 3.749
H 2.945 -6.268 1.538
H 1.201 -5.880 -2.318
H -0.183 -7.967 -2.461
H -1.198 -8.918 -0.395
H -1.002 -7.659 1.780
H 0.320 -5.557 1.880
Br 0.356 -2.229 2.917
```

Total energy (Eh): -10670.49017
E_HOMO (eV): -7.2
Kohn-Sham gap (eV): 6.5
LUMO level (eV): -0.701

---

The following is a DFT calculation (wB97M-V/def2-TZVPD) of a 8-piece molecular cluster, C23H54N7O8 overall.

XYZ file:
```
92
C23H54N7O8 (wB97M-V/def2-TZVPD)
C 0.635 0.082 0.180
C 0.146 -0.412 -1.193
O 0.856 0.237 -2.259
H 1.723 0.094 0.248
H 0.081 -0.298 1.039
H 0.464 1.154 0.088
H -0.891 -0.079 -1.248
H -0.025 -1.487 -1.244
C -0.458 -2.632 0.129
O 0.420 -3.440 -0.265
N -1.786 -2.935 0.103
C -2.318 -4.121 -0.536
C -2.592 -1.873 0.650
H -0.281 -1.593 0.447
H -1.896 -4.259 -1.531
H -3.289 -3.818 -0.929
H -2.505 -5.007 0.070
H -2.099 -1.159 1.310
H -2.909 -1.301 -0.222
H -3.464 -2.217 1.206
C -1.636 1.724 -2.524
O -1.708 2.962 -2.589
N -2.712 0.905 -2.451
C -2.608 -0.591 -2.334
C -4.001 1.586 -2.556
H -0.651 1.287 -2.296
H -2.881 -0.978 -1.352
H -1.579 -0.889 -2.531
H -3.311 -1.177 -2.927
H -4.002 2.664 -2.391
H -4.439 1.407 -3.537
H -4.711 1.346 -1.765
C 4.543 0.469 -0.166
O 5.216 1.392 -0.530
N 4.266 0.193 1.077
C 3.074 -0.523 1.462
C 4.949 0.896 2.162
H 3.822 -0.061 -0.807
H 2.484 0.182 2.048
H 3.197 -1.321 2.194
H 2.519 -0.858 0.586
H 4.402 1.729 2.604
H 5.071 0.230 3.016
H 5.895 1.355 1.872
C 3.132 -1.761 -3.368
O 2.554 -0.680 -3.468
N 2.476 -2.878 -2.991
C 2.947 -4.161 -3.443
C 1.022 -2.819 -2.619
H 4.173 -2.060 -3.564
H 2.884 -4.891 -2.636
H 3.998 -4.258 -3.711
H 2.420 -4.314 -4.384
H 0.762 -2.000 -1.948
H 0.389 -2.828 -3.506
H 0.822 -3.741 -2.074
C -1.273 1.761 1.796
O -1.192 2.160 2.961
N -2.421 1.556 1.102
C -2.240 1.357 -0.365
C -3.787 1.797 1.545
H -0.380 1.604 1.172
H -1.798 2.200 -0.897
H -3.197 1.130 -0.834
H -1.607 0.491 -0.556
H -3.747 2.259 2.532
H -4.269 2.474 0.841
H -4.463 0.948 1.653
C -0.946 0.680 4.760
O -1.630 0.655 5.775
N -0.345 -0.340 4.062
C -0.806 -1.721 4.073
C 0.339 -0.026 2.809
H -0.762 1.672 4.318
H -1.675 -1.909 4.704
H -0.023 -2.390 4.431
H -1.043 -2.118 3.086
H -0.247 -0.185 1.904
H 0.785 0.969 2.805
H 1.170 -0.720 2.684
C 2.092 3.171 -1.074
O 1.780 2.592 -2.107
N 1.209 3.515 -0.196
C 1.623 4.255 0.932
C -0.225 3.330 -0.426
H 3.118 3.464 -0.801
H 2.675 4.536 0.879
H 1.681 3.548 1.759
H 1.047 5.155 1.148
H -0.633 2.700 0.364
H -0.727 4.284 -0.267
H -0.675 2.673 -1.170
```

Net charge: -1
Total energy (Eh): -1893.34670
E_HOMO (eV): -3.3
Kohn-Sham gap (eV): 5.7
LUMO level (eV): 2.344

---

The following is a DFT calculation (wB97M-V/def2-TZVPD) of an isolated ion of composition C17H32F4NO7S and charge +1.

XYZ file:
```
62
C17H32F4NO7S (wB97M-V/def2-TZVPD)
C 1.957 -4.007 1.870
C 0.507 -4.595 1.787
O -0.401 -3.485 1.727
C -1.404 -3.665 0.729
C -2.319 -2.427 0.804
O -2.365 -1.603 -0.386
C -1.120 -1.016 -0.771
C -0.745 -1.745 -2.093
C 0.757 -1.751 -2.445
C 1.628 -2.622 -1.531
F 0.840 -2.287 -3.738
C -1.560 0.457 -1.130
N -1.244 1.091 0.173
C -1.538 2.552 0.416
C -1.284 3.496 -0.794
C -0.349 4.670 -0.343
C 0.468 5.235 -1.538
O 0.659 6.640 -1.450
C 0.016 0.497 0.687
C 1.374 0.954 0.054
O 1.202 1.692 -1.127
C 2.366 1.640 -1.962
S 0.362 0.624 2.496
O 1.509 -0.164 2.782
O 0.622 1.969 2.901
C -1.015 -0.029 3.555
F -2.217 0.401 3.166
F -0.970 -1.316 3.695
F -0.796 0.477 4.747
O -0.112 -0.844 0.213
H 2.617 -4.597 1.222
H 2.301 -3.952 2.908
H 1.885 -2.969 1.512
H 0.325 -5.100 2.752
H 0.393 -5.311 0.961
H -1.991 -4.564 0.993
H -0.956 -3.844 -0.261
H -2.100 -1.777 1.661
H -3.347 -2.792 0.940
H -1.168 -2.754 -2.165
H -1.238 -1.178 -2.903
H 1.094 -0.705 -2.530
H 1.059 -3.492 -1.179
H 2.002 -2.026 -0.688
H 2.485 -2.997 -2.108
H -2.614 0.616 -1.381
H -0.971 0.818 -1.982
H -1.950 0.634 0.775
H -2.614 2.609 0.645
H -1.022 2.968 1.290
H -2.235 3.917 -1.152
H -0.806 3.014 -1.656
H -1.000 5.425 0.121
H 0.379 4.311 0.407
H -0.027 4.959 -2.480
H 1.460 4.747 -1.546
H 1.310 6.765 -0.744
H 1.965 1.557 0.775
H 1.971 0.043 -0.109
H 2.726 0.600 -2.041
H 3.174 2.278 -1.568
H 2.063 1.961 -2.967
```

Net charge: +1
Total energy (Eh): -2045.63332
SMILES: CCOCCO[C@@]1(C[C@@H](C)F)C[N@H+](CCCCO)[C@@](COC)(S(=O)(=O)C(F)(F)F)O1
E_HOMO (eV): -12.4
Kohn-Sham gap (eV): 9.6
LUMO level (eV): -2.811

---

The following is a DFT calculation (wB97M-V/def2-TZVPD) of C10H16Cl2HfN2 as an isolated structure.

XYZ file:
```
31
C10H16Cl2HfN2 (wB97M-V/def2-TZVPD)
Hf 0.598 -0.204 1.034
Cl 1.260 2.018 1.296
Cl 0.963 -2.071 2.403
C -1.047 0.220 2.210
H -1.373 -0.574 2.896
H -1.186 1.220 2.642
C -1.105 -0.529 -0.284
C -1.864 0.091 0.803
H -0.954 -1.620 -0.125
C -2.538 1.470 0.460
H -2.725 -0.569 1.033
C -3.224 1.432 -0.903
H -3.287 1.690 1.238
H -1.779 2.261 0.479
C -2.290 0.992 -2.030
H -4.065 0.734 -0.844
H -3.656 2.414 -1.142
C -1.461 -0.275 -1.742
H -2.889 0.814 -2.931
H -1.594 1.806 -2.278
H -1.992 -1.155 -2.154
H -0.525 -0.237 -2.313
N 4.461 -1.947 -0.262
C 5.014 -0.720 0.111
C 3.960 0.095 0.404
N 2.763 -0.631 0.243
C 3.114 -1.854 -0.176
H 4.968 -2.781 -0.548
H 6.073 -0.536 0.136
H 3.942 1.122 0.729
H 2.435 -2.675 -0.387
```

Total energy (Eh): -1468.63904
E_HOMO (eV): -7.4
Kohn-Sham gap (eV): 7.6
LUMO level (eV): 0.248

---

The following is a DFT calculation (wB97M-V/def2-TZVPD) of a 2-piece molecular cluster, CH6FN4 overall.

XYZ file:
```
12
CH6FN4 (wB97M-V/def2-TZVPD)
C 0.764 -0.183 -0.050
N 0.175 0.935 -0.354
N 0.665 -1.486 -0.320
N 1.830 0.496 0.592
N -1.897 0.682 -0.348
F -2.214 -0.075 0.766
H -0.205 -1.834 -0.790
H 1.140 -2.075 0.267
H 1.515 1.057 1.380
H 2.770 0.822 0.293
H -2.098 0.147 -1.191
H -2.444 1.513 -0.245
```

Net charge: +1
Total energy (Eh): -360.15462
E_HOMO (eV): -14.8
Kohn-Sham gap (eV): 9.7
LUMO level (eV): -5.143

---

The following is a DFT calculation (wB97M-V/def2-TZVPD) of one molecule with the formula C18H15N3O.

XYZ file:
```
37
C18H15N3O (wB97M-V/def2-TZVPD)
C -1.643 0.172 2.093
C -0.616 -0.493 1.244
N -1.300 -1.632 0.243
C -0.580 -2.224 -0.754
N -1.157 -3.328 -1.247
C -2.344 -3.465 -0.544
C -3.301 -4.595 -0.874
O -3.237 -5.433 -1.760
C -2.397 -2.419 0.398
N 0.309 0.407 0.507
C 1.705 0.434 0.615
C 2.496 -0.168 1.585
C 3.844 0.191 1.642
C 4.400 1.064 0.702
C 3.621 1.637 -0.311
C 2.236 1.393 -0.323
C 1.086 2.013 -0.951
C 0.854 2.859 -2.064
C -0.465 3.064 -2.450
C -1.566 2.483 -1.791
C -1.373 1.744 -0.646
C -0.069 1.475 -0.302
H -1.451 0.141 3.195
H -1.646 1.247 1.913
H -2.672 -0.215 1.893
H -0.001 -1.223 1.786
H 0.334 -1.799 -1.114
H -4.166 -4.594 -0.155
H -3.228 -2.246 1.060
H 2.003 -0.860 2.255
H 4.442 -0.218 2.441
H 5.455 1.341 0.790
H 4.063 2.311 -1.045
H 1.734 3.311 -2.567
H -0.657 3.711 -3.276
H -2.583 2.597 -2.161
H -2.135 1.317 -0.028
```

Total energy (Eh): -934.39097
SMILES: C[C@@H](n1cnc(C=O)c1)n1c2ccccc2c2ccccc21
E_HOMO (eV): -8.4
Kohn-Sham gap (eV): 8.7
LUMO level (eV): 0.245

---

The following is a DFT calculation (wB97M-V/def2-TZVPD) of C3H5KLiO as an isolated structure.

XYZ file:
```
11
C3H5KLiO (wB97M-V/def2-TZVPD)
C 0.057 0.910 0.188
O -0.365 1.547 -0.803
K -3.031 1.750 -1.000
H -0.809 0.408 0.761
Li 2.057 0.309 0.567
C 3.427 -0.820 2.421
C 3.663 0.490 2.550
H 4.046 -1.446 1.773
H 2.639 -1.321 2.989
H 4.467 0.996 2.008
H 3.076 1.104 3.238
```

Net charge: +1
Total energy (Eh): -799.76592
E_HOMO (eV): -10.5
Kohn-Sham gap (eV): 7.0
LUMO level (eV): -3.437

---

The following is a DFT calculation (wB97M-V/def2-TZVPD) of a 2-piece molecular cluster, CH3IS overall.

XYZ file:
```
6
CH3IS (wB97M-V/def2-TZVPD)
C -0.199 -0.003 -0.436
S 0.753 -1.362 0.110
I -2.228 0.099 0.089
H 0.945 1.978 0.303
H 0.131 0.336 -1.436
H 0.598 -1.049 1.370
```

Total energy (Eh): -735.61108
E_HOMO (spin up / spin down) (eV): -9.5 / -8.3
Kohn-Sham gap (spin up / spin down) (eV): 8.7 / 7.7
LUMO level (spin up / spin down) (eV): -0.790 / -0.626

---

Max |F|, record by record: 3.12, 4.93, 3.27, 3.59, 3.62, 2.89, 0.90, 1.06 eV Å⁻¹
Relative energy (zero: lowest compared OMol25 entry of this formula, charge and spin), record by record: 0.0, 486.7, 32.9, 0.0, 55.0, 31.9, 0.0, 90.4 kcal/mol